No. 1
The following is a DFT calculation (ωB97M-V/def2-TZVPD) of a molecular structure, C37H58BrF5GdN7Se2Si2 at a distorted geometry.

Structure (XYZ):
```
113
C37H58BrF5GdN7Se2Si2, DFT ωB97M-V/def2-TZVPD
Gd 13.12 15.14 14.24
C 4.78 12.23 6.56
Si 6.08 13.20 7.53
C 5.41 13.10 9.30
C 6.68 15.00 7.16
C 6.20 16.24 7.55
C 6.98 17.40 7.38
C 8.27 17.22 6.87
C 8.86 15.99 6.59
C 8.02 14.83 6.68
Si 8.05 12.91 6.39
C 9.25 12.01 7.51
C 7.97 12.65 4.54
H 3.79 12.65 6.54
H 4.59 11.20 6.98
H 5.13 12.10 5.53
H 4.42 12.66 9.19
H 5.27 14.08 9.68
H 6.04 12.52 10.04
H 5.18 16.30 7.90
H 6.65 18.38 7.71
H 8.83 18.06 6.43
H 9.85 15.89 6.20
H 8.70 11.06 7.82
H 9.38 12.56 8.47
H 10.23 11.64 7.09
H 7.95 13.62 4.02
H 7.17 12.02 4.07
H 8.89 12.21 4.16
C 4.65 6.74 11.93
Se 6.11 8.10 11.76
C 7.67 7.07 12.50
C 8.61 6.61 11.48
Se 9.62 8.12 10.16
C 10.81 6.97 9.18
H 3.96 7.21 12.62
H 5.17 5.78 12.19
H 4.26 6.61 10.91
H 7.21 6.26 13.11
H 8.20 7.76 13.14
H 8.24 6.02 10.66
H 9.55 6.26 11.90
H 10.37 6.85 8.15
H 10.84 6.00 9.74
H 11.75 7.49 9.05
C 8.90 18.51 16.04
N 9.77 17.33 15.91
C 9.76 16.40 17.00
C 10.51 17.09 14.77
N 10.90 15.83 14.38
C 10.11 14.64 14.49
C 8.71 14.77 14.38
C 7.92 13.66 14.24
C 8.49 12.41 14.50
C 9.83 12.24 14.78
C 10.68 13.38 14.79
N 12.07 13.29 15.08
C 12.55 12.14 15.60
N 12.23 11.78 16.90
C 11.76 10.47 17.31
C 11.98 12.77 17.91
N 13.27 11.27 14.84
C 14.23 10.37 15.52
C 13.52 11.59 13.46
N 10.72 18.14 13.89
C 10.86 17.86 12.46
C 11.05 19.52 14.28
H 8.05 18.14 16.64
H 8.63 18.84 15.06
H 9.40 19.31 16.57
H 8.79 15.93 17.07
H 9.81 16.94 17.92
H 10.61 15.70 16.92
H 8.27 15.76 14.25
H 6.87 13.80 14.07
H 7.86 11.53 14.49
H 10.22 11.26 14.93
H 10.76 10.26 16.90
H 11.82 10.39 18.39
H 12.38 9.74 16.81
H 10.87 12.97 17.94
H 12.52 13.68 17.79
H 12.23 12.31 18.89
H 14.36 10.66 16.60
H 15.23 10.41 14.98
H 13.79 9.31 15.51
H 12.60 11.59 12.93
H 14.10 10.80 13.01
H 14.02 12.63 13.31
H 10.82 16.77 12.32
H 11.86 18.24 12.18
H 10.11 18.41 11.90
H 10.27 20.25 13.94
H 11.95 19.70 13.70
H 11.28 19.64 15.34
Br 14.68 17.37 15.04
C 14.59 13.95 12.72
C 15.70 13.54 12.02
C 15.78 13.68 10.68
C 14.74 14.37 10.00
C 13.62 14.76 10.71
N 13.47 14.39 12.03
H 16.48 13.04 12.62
H 16.66 13.31 10.10
H 14.83 14.46 8.94
H 12.77 15.29 10.28
F 10.06 9.96 12.34
C 10.78 9.08 11.52
F 11.78 9.81 10.99
C 11.39 8.12 12.61
F 12.08 8.98 13.47
F 12.22 7.15 12.29
F 10.45 7.54 13.36
```

The LUMO energy (spin up / spin down) comes out at 0.1 / 0.1 eV. The gap between HOMO and LUMO (spin up / spin down) is 5.6 / 3.5 eV. Its energy is -11048.52389 Ha. As for the HOMO energy (spin up / spin down): -5.50 / -3.46 eV. Its charge is 0. The calculation puts the energy above the lowest of the compared OMol25 structures with the same formula, charge and spin at 397.1 kJ/mol. Its spin multiplicity is 8.

---

No. 2
The following is a DFT calculation (ωB97M-V/def2-TZVPD) of a molecular structure, C37H59As3BN12SW at a distorted geometry.

Structure (XYZ):
```
114
C37H59As3BN12SW, DFT ωB97M-V/def2-TZVPD
W -0.15 -0.09 0.43
C 3.87 1.87 0.83
C 2.62 1.61 1.57
C 2.40 1.68 2.96
C 1.08 1.30 3.17
N 0.53 1.08 1.96
N 1.46 1.27 0.99
B -2.33 0.76 2.43
N -1.61 -0.37 3.02
C -1.67 -0.85 4.29
C -0.97 -2.01 4.36
C -0.45 -2.22 3.07
C 0.35 -3.43 2.73
N -0.83 -1.22 2.25
N -2.74 0.58 1.01
C -3.99 0.93 0.59
C -4.36 0.08 -0.41
C -3.27 -0.78 -0.63
C -3.34 -1.98 -1.52
N -2.26 -0.46 0.20
N -2.75 1.91 3.12
C -2.97 2.21 4.46
C -3.42 3.47 4.54
C -3.48 3.95 3.19
C -3.93 5.30 2.74
N -3.10 3.03 2.35
H 3.89 1.36 -0.14
H 4.74 1.56 1.42
H 3.99 2.94 0.65
H 3.11 1.96 3.71
H 0.52 1.21 4.08
H -2.25 -0.36 5.06
H -0.84 -2.65 5.21
H 1.08 -3.61 3.52
H 0.84 -3.38 1.77
H -0.33 -4.29 2.72
H -4.53 1.71 1.10
H -5.31 0.04 -0.92
H -4.08 -1.81 -2.30
H -3.70 -2.81 -0.90
H -2.39 -2.29 -1.94
H -2.81 1.50 5.25
H -3.70 4.01 5.44
H -5.01 5.37 2.79
H -3.62 5.49 1.72
H -3.52 6.07 3.39
C -2.30 3.18 -0.95
As -0.57 2.51 -0.40
C -0.08 3.77 0.98
C 0.79 3.07 -1.70
C 0.75 2.63 -3.16
C -0.58 3.05 -3.81
C 1.01 1.13 -3.26
As -0.17 -0.16 -2.36
C 0.35 -1.72 -3.41
C -1.88 0.17 -3.22
C 1.85 3.40 -3.95
As 3.79 3.02 -4.22
C 3.72 1.33 -5.23
C 4.36 2.28 -2.49
H -2.07 4.10 -1.50
H -2.85 3.40 -0.03
H -2.86 2.51 -1.58
H 1.00 3.78 1.10
H -0.59 3.57 1.91
H -0.42 4.74 0.58
H 1.74 2.78 -1.23
H 0.72 4.16 -1.63
H -1.47 2.69 -3.31
H -0.61 2.71 -4.85
H -0.63 4.14 -3.84
H 2.02 0.91 -2.92
H 0.95 0.79 -4.30
H 0.11 -1.40 -4.42
H -0.22 -2.60 -3.13
H 1.41 -1.93 -3.33
H -1.62 0.60 -4.19
H -2.53 0.84 -2.67
H -2.37 -0.78 -3.38
H 1.83 4.44 -3.61
H 1.52 3.45 -4.99
H 3.02 1.44 -6.06
H 3.45 0.45 -4.64
H 4.71 1.17 -5.65
H 4.26 3.05 -1.72
H 5.42 2.05 -2.58
H 3.85 1.37 -2.18
C -2.35 -5.08 1.16
N -1.05 -5.48 0.65
C -0.58 -6.87 0.80
C 0.70 -6.91 -0.05
N 0.86 -5.48 -0.39
C -0.19 -4.76 -0.04
S -0.38 -3.11 -0.55
H -2.41 -5.30 2.23
H -3.14 -5.63 0.65
H -2.47 -4.01 1.00
H -1.35 -7.56 0.44
H -0.40 -7.09 1.86
H 0.58 -7.50 -0.95
H 1.56 -7.27 0.50
H 1.59 -5.12 -0.99
N 4.12 -2.72 4.11
C 3.90 -2.45 3.02
C 3.50 -2.09 1.69
C 4.27 -2.32 0.55
C 3.77 -1.92 -0.67
C 2.51 -1.34 -0.74
N 1.74 -1.15 0.36
C 2.26 -1.49 1.55
H 5.25 -2.78 0.64
H 4.34 -2.04 -1.58
H 2.13 -1.03 -1.69
H 1.69 -1.25 2.43
```

The LUMO energy (spin up / spin down) comes out at -12.8 / -12.4 eV. The gap between HOMO and LUMO (spin up / spin down) is 4.0 / 4.4 eV. Its energy is -9298.45753 Ha. As for the HOMO energy (spin up / spin down): -16.79 / -16.79 eV. Its charge is +4. The calculation puts the energy above the lowest of the compared OMol25 structures with the same formula, charge and spin at 119.3 kJ/mol. Its spin multiplicity is 2.

---

No. 3
The following is a DFT calculation (ωB97M-V/def2-TZVPD) of 11 unconnected molecules or ions with the total composition C37H59Cl3F18N4O16 at a distorted geometry.

Structure (XYZ):
```
137
C37H59Cl3F18N4O16, DFT ωB97M-V/def2-TZVPD
C 8.61 -20.79 13.36
O 7.81 -21.47 14.12
N 9.34 -21.21 12.33
C 9.84 -20.23 11.31
C 9.32 -22.65 11.77
H 8.83 -19.72 13.51
H 10.79 -20.66 10.99
H 9.81 -19.18 11.59
H 9.45 -20.27 10.29
H 9.32 -23.39 12.57
H 8.42 -22.71 11.16
H 10.15 -22.76 11.07
C 5.65 -26.30 16.89
O 5.59 -26.14 18.11
N 6.80 -26.37 16.21
C 6.86 -26.75 14.83
C 8.16 -26.05 16.75
H 4.77 -26.50 16.26
H 7.29 -27.75 14.78
H 7.46 -26.00 14.32
H 5.86 -26.68 14.42
H 8.16 -26.10 17.84
H 8.73 -26.90 16.38
H 8.56 -25.07 16.48
C 19.12 -25.29 15.77
O 20.14 -24.67 15.69
N 18.03 -25.14 14.99
C 16.90 -26.05 15.25
C 18.12 -24.69 13.69
H 18.90 -26.06 16.52
H 16.90 -26.98 14.69
H 15.97 -25.54 14.99
H 16.87 -26.39 16.28
H 17.32 -23.98 13.49
H 19.08 -24.25 13.41
H 17.79 -25.47 13.02
C 18.39 -22.37 11.00
O 19.51 -22.89 10.76
N 18.13 -21.40 11.92
C 16.78 -21.01 12.28
C 19.22 -20.70 12.52
H 17.48 -22.68 10.46
H 16.63 -19.95 12.06
H 16.68 -21.29 13.33
H 16.02 -21.55 11.71
H 19.09 -19.63 12.34
H 19.41 -20.98 13.55
H 20.17 -20.94 12.04
C 10.19 -28.75 17.93
C 9.61 -29.78 16.97
O 10.14 -31.02 17.36
C 9.35 -32.13 17.27
O 8.17 -32.23 16.89
C 10.09 -33.51 17.57
F 11.39 -33.36 17.96
F 9.44 -34.19 18.57
F 10.09 -34.33 16.45
H 11.10 -28.22 17.64
H 10.51 -29.21 18.86
H 9.37 -28.08 18.17
H 9.87 -29.84 15.91
H 8.52 -29.81 17.00
C 10.66 -22.35 22.32
C 10.10 -21.03 21.78
O 10.41 -20.87 20.42
C 11.34 -19.88 20.08
O 11.59 -18.90 20.76
C 12.13 -20.21 18.80
F 12.36 -21.55 18.77
F 11.51 -19.92 17.61
F 13.26 -19.57 18.83
H 10.29 -22.35 23.34
H 11.73 -22.52 22.33
H 10.20 -23.18 21.76
H 10.49 -20.20 22.37
H 9.04 -21.05 22.01
C 14.35 -21.83 15.26
C 13.95 -23.00 16.26
O 12.66 -23.47 15.85
C 12.57 -24.54 15.11
O 13.51 -25.23 14.73
C 11.11 -25.01 15.05
F 11.12 -26.05 15.89
F 10.24 -24.13 15.54
F 10.72 -25.32 13.78
H 13.49 -21.40 14.74
H 14.80 -22.31 14.39
H 15.01 -21.07 15.68
H 14.01 -22.76 17.32
H 14.65 -23.83 16.19
C 14.92 -22.01 22.67
C 14.78 -21.73 21.14
O 15.82 -22.59 20.56
C 16.32 -22.24 19.40
O 15.82 -21.43 18.61
C 17.47 -23.23 19.00
F 18.54 -22.55 18.59
F 17.69 -24.16 19.98
F 16.96 -23.89 17.94
H 14.76 -23.06 22.93
H 14.29 -21.39 23.32
H 15.91 -21.72 23.03
H 14.95 -20.68 20.90
H 13.78 -22.06 20.87
C 14.75 -32.23 18.31
C 15.71 -31.51 17.41
O 14.92 -30.84 16.32
C 14.88 -29.47 16.36
O 15.45 -28.74 17.16
C 13.92 -28.90 15.22
F 14.29 -27.65 15.04
F 14.05 -29.49 14.10
F 12.63 -28.97 15.59
H 14.04 -32.85 17.76
H 14.13 -31.58 18.92
H 15.32 -32.95 18.90
H 16.27 -32.26 16.86
H 16.48 -30.99 17.98
C 15.77 -13.80 16.54
C 16.55 -14.60 15.46
O 16.12 -15.92 15.45
C 15.89 -16.64 14.34
O 15.89 -16.23 13.17
C 15.65 -18.11 14.71
F 15.38 -18.89 13.64
F 16.73 -18.62 15.32
F 14.55 -18.25 15.39
H 15.65 -14.25 17.52
H 14.75 -13.71 16.17
H 16.21 -12.81 16.66
H 17.60 -14.54 15.74
H 16.37 -14.20 14.46
C 12.83 -24.06 11.44
Cl 14.43 -24.75 11.84
Cl 12.44 -24.35 9.68
Cl 12.91 -22.33 11.82
H 12.05 -24.44 12.11
```

The LUMO energy (spin up / spin down) comes out at -4.2 / -9.1 eV. The gap between HOMO and LUMO (spin up / spin down) is 6.0 / 1.1 eV. Its energy is -6045.85535 Ha. As for the HOMO energy (spin up / spin down): -10.17 / -10.17 eV. Its charge is +1. Its spin multiplicity is 2.

---

No. 4
The following is a DFT calculation (ωB97M-V/def2-TZVPD) of a molecular structure, C37H60AsFN3O4PRuSSe3Te.

Structure (XYZ):
```
113
C37H60AsFN3O4PRuSSe3Te, DFT ωB97M-V/def2-TZVPD
Ru 1.71 3.12 0.06
Se 3.72 2.62 1.23
Se 4.10 3.79 3.17
Te 2.54 5.74 2.97
Se 0.74 4.63 1.62
C 3.00 -2.08 -5.69
C 2.13 -0.83 -5.78
N 1.85 -0.25 -4.47
C 2.54 0.85 -4.07
C 2.44 1.43 -2.85
C 3.22 2.71 -2.61
O 4.09 3.01 -3.42
O 2.84 3.46 -1.64
C 1.62 0.80 -1.86
O 1.59 1.09 -0.65
C 0.78 -0.29 -2.33
C -0.19 -0.80 -1.47
C -1.00 -1.82 -1.88
F -1.98 -2.25 -1.04
C -0.87 -2.40 -3.15
C 0.10 -1.89 -4.00
C 0.91 -0.82 -3.62
N -1.65 -3.50 -3.59
C -2.37 -4.34 -2.64
C -2.84 -5.60 -3.39
N -1.98 -5.76 -4.60
C -2.29 -4.68 -5.61
C -2.41 -3.36 -4.83
H 3.18 -2.49 -6.69
H 2.53 -2.85 -5.08
H 3.97 -1.84 -5.25
H 1.19 -1.03 -6.30
H 2.64 -0.06 -6.36
H 3.23 1.28 -4.79
H -0.31 -0.35 -0.49
H 0.24 -2.37 -4.96
H -3.25 -3.85 -2.20
H -1.70 -4.61 -1.83
H -3.87 -5.51 -3.75
H -2.76 -6.50 -2.78
H -2.06 -6.68 -5.02
H -1.01 -5.62 -4.30
H -3.21 -4.95 -6.11
H -1.47 -4.67 -6.33
H -3.46 -3.14 -4.62
H -2.02 -2.54 -5.42
C 1.72 5.63 -3.19
As 0.10 5.38 -2.17
C -1.32 5.72 -3.43
C 0.03 6.85 -0.94
S -0.29 3.44 -1.36
H 1.59 6.56 -3.76
H 1.87 4.79 -3.86
H 2.57 5.69 -2.52
H -1.23 6.74 -3.82
H -2.28 5.61 -2.91
H -1.27 5.00 -4.24
H -0.23 7.75 -1.51
H 1.00 6.98 -0.46
H -0.72 6.65 -0.18
O 0.87 1.32 2.07
P 0.30 0.18 2.84
C 0.77 0.31 4.62
C 1.16 1.76 4.95
C -0.05 2.63 5.26
C -0.88 2.03 6.39
C -1.32 0.61 6.06
C -0.13 -0.28 5.71
C -1.48 0.06 2.40
C -2.36 -1.05 3.01
C -3.85 -0.71 2.87
C -4.12 0.00 1.55
C -3.43 1.38 1.52
C -2.19 1.42 2.43
C 0.99 -1.41 2.23
C 2.50 -1.22 1.97
C 3.14 -2.57 1.66
C 3.07 -3.52 2.87
C 1.93 -3.15 3.82
C 0.70 -2.68 3.05
H 1.71 -0.26 4.62
H 1.74 2.19 4.13
H 1.81 1.73 5.83
H -0.66 2.73 4.35
H 0.28 3.64 5.51
H -1.74 2.66 6.62
H -0.26 2.01 7.30
H -2.02 0.64 5.21
H -1.87 0.17 6.89
H -0.46 -1.28 5.45
H 0.49 -0.39 6.61
H -1.35 -0.16 1.33
H -2.12 -1.21 4.06
H -2.15 -1.99 2.49
H -4.17 -0.07 3.70
H -4.44 -1.63 2.95
H -5.19 0.11 1.38
H -3.74 -0.62 0.73
H -4.13 2.16 1.84
H -3.13 1.63 0.50
H -2.49 1.67 3.45
H -1.50 2.21 2.10
H 0.52 -1.51 1.24
H 2.99 -0.77 2.84
H 2.63 -0.51 1.16
H 4.18 -2.43 1.35
H 2.62 -3.01 0.80
H 4.01 -3.52 3.41
H 2.92 -4.55 2.52
H 2.25 -2.36 4.50
H 1.67 -4.00 4.46
H -0.14 -2.53 3.73
H 0.39 -3.48 2.37
```

The LUMO energy (spin up / spin down) comes out at -3.3 / -3.3 eV. The gap between HOMO and LUMO (spin up / spin down) is 4.6 / 4.9 eV. Its energy is -12553.38464 Ha. As for the HOMO energy (spin up / spin down): -7.98 / -8.23 eV. Its charge is +1. The calculation puts the energy above the lowest of the compared OMol25 structures with the same formula, charge and spin at 168.9 kJ/mol. Its spin multiplicity is 2.